# C23H53As4N2OY

C23H53As4N2OY as an isolated structure in a non-equilibrium geometry (ωB97M-V/def2-TZVPD, the OMol25 dataset).

Results
M: 762.28 g mol⁻¹
Highest occupied orbital energy: -0.4714 Ha
Total charge: +2

XYZ file:
```
84
Properties=species:S:1:pos:R:3:forces:R:3
Y 1.44031 -0.12848 -0.55526 0.6819 0.7427 -1.3466
C 3.01817 0.06422 1.49929 -0.1153 0.1060 0.3128
C 3.10367 -1.20528 0.85828 0.6391 -0.7142 0.8258
C 4.29367 -1.19238 0.08146 -0.3198 0.0319 -0.4090
C 4.89356 0.06303 0.19237 -0.3132 0.0494 0.0404
C 4.10356 0.84231 1.06675 -0.1837 0.1040 -0.3022
H 2.34463 0.31638 2.30588 0.0003 0.0185 0.0690
H 2.65364 -2.10722 1.25211 -0.0791 -0.0576 -0.0673
H 4.67700 -2.03310 -0.48190 0.0280 0.0224 0.0297
H 5.81542 0.37548 -0.27798 -0.0345 -0.0349 0.0506
H 4.31577 1.85870 1.37598 -0.0044 -0.0826 0.0049
C -0.71481 -3.67460 -0.53625 -0.0517 -0.0571 -0.0122
As -0.39208 -2.13010 0.59028 0.1160 0.0604 0.0654
C 0.18669 -3.03760 2.19887 -0.0338 -0.0370 0.0174
C -2.24452 -1.65748 0.93833 -0.0854 0.1117 0.0395
C -2.62409 -0.48391 1.86560 -0.0342 -0.0183 0.0108
C -4.16353 -0.46067 1.85574 -0.0609 -0.0531 -0.0117
C -2.20038 0.88339 1.29734 -0.0519 -0.0334 0.0551
As -0.34329 1.46682 1.13950 0.0484 -0.1423 0.0370
C -0.69334 3.19815 0.33760 0.0208 0.0193 0.0397
C 0.17617 2.07734 2.89245 0.0081 0.0583 0.0982
C -2.07789 -0.74297 3.28872 0.0447 0.0339 -0.2315
As -3.20286 -0.27924 4.84980 -0.2141 -0.0275 0.1566
C -2.78215 1.61597 5.09629 0.0368 0.0602 -0.0729
C -1.90774 -0.97077 6.13641 0.0130 0.0161 0.0817
H -1.39131 -4.34805 -0.01539 -0.0423 -0.1107 -0.0382
H 0.22163 -4.19343 -0.73088 0.0286 -0.0406 -0.0072
H -1.16806 -3.38042 -1.48183 -0.0137 -0.0139 -0.0282
H -0.63266 -3.65089 2.56703 0.0101 -0.0713 0.0751
H 0.48769 -2.32786 2.96397 0.0150 0.0218 0.0341
H 1.03201 -3.67599 1.95030 0.0226 -0.0361 0.0144
H -2.68014 -2.57225 1.34228 -0.1382 -0.0391 0.0325
H -2.69082 -1.51186 -0.04923 -0.0355 0.0554 -0.0447
H -4.53501 -0.35419 0.83217 0.0013 -0.0065 0.0347
H -4.55978 0.36872 2.44330 0.0310 0.0001 -0.0033
H -4.57783 -1.37899 2.27405 0.0178 -0.0026 -0.0052
H -2.68286 1.68210 1.86384 -0.0834 -0.0122 0.0753
H -2.57250 0.96493 0.27291 -0.0840 -0.0090 -0.0436
H -1.53794 3.65592 0.84890 -0.0331 0.1016 -0.0352
H -0.90598 3.09248 -0.72145 -0.0270 -0.0061 -0.0329
H 0.18362 3.82918 0.46438 0.0213 0.0659 0.0041
H -0.62276 2.68082 3.31340 -0.0266 0.0599 0.1066
H 1.06755 2.68876 2.76411 0.0414 0.0391 0.0632
H 0.40849 1.25549 3.56336 0.0082 -0.0210 0.0277
H -1.07957 -0.32049 3.42414 0.0530 0.0190 -0.0527
H -1.96752 -1.81944 3.43100 -0.0110 -0.0664 -0.0207
H -3.15413 2.20770 4.25831 0.0189 0.0096 0.0180
H -1.71251 1.77660 5.22781 0.0079 0.0331 -0.0190
H -3.30064 1.95536 5.99243 0.0195 0.0044 -0.0047
H -1.91711 -2.06001 6.12113 0.0130 0.0113 0.0156
H -2.20437 -0.64046 7.13137 0.0372 -0.0362 0.0062
H -0.89935 -0.60711 5.92817 -0.0277 -0.0101 0.0177
N 2.59301 1.71788 -1.79561 -0.0232 0.0354 -0.2269
C 3.85986 1.66612 -2.59824 -0.2118 -0.0457 0.1711
C 3.70138 0.95712 -3.92827 0.0229 -0.0009 -0.1350
C 3.53678 -0.56873 -3.88388 0.0553 -0.0040 0.0634
C 2.09696 -1.07922 -3.75319 -0.0141 -0.1225 0.1147
N 1.81594 -1.74279 -2.44459 -0.0942 0.2052 0.1002
H 1.88251 2.14296 -2.38943 -0.0591 -0.0044 0.0227
H 2.74917 2.39623 -1.05141 0.0460 -0.0274 0.0723
H 4.60170 1.15220 -1.99495 0.0195 -0.0018 0.0313
H 4.21400 2.68353 -2.75966 -0.0003 0.0467 -0.0865
H 4.60793 1.19048 -4.48816 0.0186 -0.0570 -0.0379
H 2.88536 1.40001 -4.51449 0.0222 0.0172 0.0584
H 4.15723 -0.98048 -3.07881 -0.0580 0.0249 -0.0173
H 3.94669 -0.97916 -4.80587 0.0287 0.0211 -0.0033
H 1.87226 -1.78247 -4.55389 0.0342 -0.0280 -0.0912
H 1.39515 -0.25178 -3.84477 -0.0252 0.0464 0.0257
H 2.53266 -2.43877 -2.25756 0.0936 0.0333 -0.0038
H 0.95373 -2.27333 -2.54180 -0.0262 -0.0336 0.0213
C -2.58104 -0.89220 -3.20192 -0.0746 -0.1914 0.0077
As -1.56777 0.71567 -3.10466 0.2469 -0.0496 0.2995
C -0.91366 1.11421 -4.83895 0.0410 0.0798 -0.2040
C -2.73454 2.13147 -2.62792 -0.1241 0.1590 0.0575
O -0.30903 0.55709 -1.99800 0.2636 -0.2336 0.1931
H -3.64559 -0.66565 -3.19844 -0.0099 -0.0184 -0.0160
H -2.33203 -1.49267 -2.33080 -0.0453 -0.0762 0.0087
H -2.32754 -1.42740 -4.11453 -0.0124 -0.0757 0.0142
H -1.77140 1.24834 -5.49918 0.0528 0.0121 -0.0412
H -0.29823 0.29622 -5.20350 0.0105 0.0006 -0.0583
H -0.33739 2.03641 -4.80079 0.0289 0.0104 -0.0564
H -3.55909 2.14993 -3.34094 -0.0044 0.0348 0.0240
H -2.18783 3.06971 -2.67940 -0.0504 0.0816 0.0230
H -3.12090 1.97444 -1.62359 -0.0310 0.0456 -0.0020
```
Forces are in eV/Å.

=====

# C23H53BeNO4P3

C23H53BeNO4P3 as an isolated structure in a non-equilibrium geometry (ωB97M-V/def2-TZVPD, the OMol25 dataset).

Results
M: 509.61 g mol⁻¹
Highest occupied orbital energy: -0.3761 Ha
Total charge: +1

XYZ file:
```
85
Properties=species:S:1:pos:R:3:forces:R:3
Be -0.07935 0.01497 -0.37191 2.6212 0.0104 -0.6936
P -0.05707 -2.37744 -0.31004 -0.1971 -0.8322 -0.3696
P -0.13034 2.37985 -0.02528 -0.1065 0.8254 -0.4282
N 0.48491 0.09490 -1.84726 -0.9918 0.0253 0.4527
C -0.03040 -2.31022 -2.13555 -0.2418 0.1130 -0.5706
H 0.49076 -3.18734 -2.54789 -0.4172 0.1290 0.1029
H -1.08051 -2.32472 -2.48162 0.4262 -0.0751 0.1405
C 0.63525 -1.04217 -2.69211 0.3781 -0.4382 -0.7425
H 1.70613 -1.24352 -2.89854 -0.2064 -0.0494 -0.0059
H 0.17048 -0.85156 -3.68771 0.3018 -0.0609 0.3428
C 0.67197 1.33149 -2.53574 0.3680 0.3994 -0.6785
H 0.21334 1.27208 -3.54953 0.3590 0.0083 0.3094
H 1.74695 1.54204 -2.70042 -0.1763 0.0105 -0.0071
C 0.01020 2.52918 -1.84452 -0.1887 -0.0312 -0.5319
H -1.01648 2.61057 -2.24632 0.3977 0.0814 0.2417
H 0.56479 3.43955 -2.11363 -0.3946 -0.1077 0.0495
C 1.34794 3.34873 0.52689 -0.0619 -0.2394 0.1699
C 1.64960 3.16861 2.01625 0.2302 0.1923 0.1906
H 2.58377 3.70428 2.23990 -0.2070 -0.1538 0.0455
H 1.79085 2.12262 2.30092 -0.0965 0.2162 0.0011
H 0.85891 3.60815 2.64003 0.2302 -0.2140 -0.1550
C -1.66858 3.37615 0.31290 0.1059 -0.2777 0.0385
C -1.76345 3.77471 1.78773 -0.3414 -0.0245 0.2216
H -2.77904 4.15362 1.97502 0.2305 -0.0758 0.0502
H -1.07084 4.59232 2.03185 -0.1512 -0.2513 -0.0964
H -1.57757 2.93504 2.47159 -0.0213 0.3047 -0.2796
C -1.57796 -3.37190 0.08592 0.2216 0.3187 -0.0498
C -1.49974 -3.95514 1.50516 -0.3796 0.0911 0.1250
H -2.52369 -4.18422 1.83496 0.2719 -0.0962 -0.0050
H -1.07257 -3.24904 2.23109 -0.0577 -0.1903 -0.1739
H -0.92467 -4.89327 1.52594 -0.1770 0.3691 0.0057
C 1.42134 -3.44009 0.01139 0.0700 0.2543 0.2324
C 1.82030 -3.43985 1.48714 0.2328 -0.1673 0.1535
H 2.77959 -3.96595 1.58990 -0.1712 0.1296 0.0624
H 1.08364 -3.97777 2.09748 0.2189 0.1899 -0.1348
H 1.94170 -2.43113 1.88972 -0.0395 -0.1983 -0.0427
C 1.19224 -0.05729 0.84794 4.0973 0.3313 0.7800
O 2.28651 -0.06547 1.27064 -3.1181 -0.0978 -0.8690
C -1.93742 4.59623 -0.57317 -0.1141 0.1652 0.0510
H -1.25108 5.41974 -0.34685 -0.1182 -0.2314 -0.1132
H -1.90031 4.38625 -1.64698 -0.0033 0.0650 0.2535
H -2.94542 4.95935 -0.33406 0.1360 -0.0508 -0.1397
C -1.98108 -4.45317 -0.91902 -0.2699 -0.2102 0.1248
H -2.99376 -4.77800 -0.64854 0.1130 -0.0247 -0.1709
H -2.00526 -4.11473 -1.96057 0.0143 -0.0731 0.2735
H -1.33882 -5.33960 -0.84663 -0.1076 0.2973 -0.0720
C 1.30704 -4.88372 -0.47735 0.3028 -0.2348 -0.0727
H 2.30393 -5.34060 -0.40383 -0.2095 0.0429 -0.0782
H 0.64948 -5.47603 0.17206 0.1034 0.2018 -0.2189
H 0.97628 -4.98510 -1.51703 0.0219 0.0401 0.2441
C 1.29063 4.84047 0.20217 0.3295 0.3027 0.0041
H 0.60484 5.37215 0.87552 0.1122 -0.1907 -0.2369
H 2.28771 5.26593 0.38472 -0.2016 -0.0537 -0.0842
H 1.02576 5.06839 -0.83624 0.0099 -0.0764 0.2393
H 2.16571 2.88264 -0.04828 -0.1435 0.1081 0.0735
H 2.21455 -2.92256 -0.55627 -0.1663 -0.1396 0.0772
H -2.45059 2.62136 0.10540 0.0851 0.2450 0.0965
H -2.34886 -2.57663 0.07944 0.1098 -0.3136 0.0329
H -1.70340 0.03216 -0.84023 0.7769 -0.0829 1.7177
H -1.41102 0.02047 -0.07260 -3.3664 -0.0091 -0.8252
C -1.93544 2.52289 5.23287 -0.1542 0.2441 0.0881
C -1.08428 1.30949 5.05122 0.7396 -0.7676 -1.0866
O -0.60527 1.23232 3.61489 -0.1455 -0.1923 1.2914
P -0.50971 -0.05408 2.63886 -0.7437 0.5235 0.9147
O -2.04725 -0.44718 2.31262 0.0623 -1.1531 1.2057
C -2.99141 -1.15540 3.29032 1.1265 0.4949 -1.1111
C -4.04847 -0.16240 3.65504 -0.1390 0.0627 0.4261
O 0.04053 -1.27131 3.55999 0.2740 0.2579 0.7669
C 1.21255 -1.10508 4.49470 -0.9494 0.0281 -0.7336
C 1.60646 -2.47703 4.96079 0.2484 -0.2080 0.1579
H -1.36026 3.43058 5.03998 -0.1054 -0.0458 -0.0446
H -2.26754 2.54868 6.27572 -0.0110 0.0559 -0.1061
H -2.81758 2.50115 4.58822 0.1356 0.0705 0.0670
H -0.17270 1.36456 5.66154 -0.2858 -0.0217 -0.1847
H -1.62020 0.37963 5.29381 0.1918 0.2582 -0.1012
H -3.36006 -2.00476 2.70490 0.0426 0.2040 0.2715
H -2.41196 -1.50516 4.15589 -0.1309 -0.0118 -0.3860
H -3.67141 0.52152 4.42304 -0.1481 -0.0109 -0.2674
H -4.34733 0.40914 2.76965 -0.1520 -0.1836 0.2622
H -4.89390 -0.69580 4.10046 -0.0761 0.1739 -0.2002
H 2.01935 -0.61136 3.93613 -0.2102 -0.0597 0.2152
H 0.89582 -0.48431 5.34171 0.0220 -0.0663 -0.3634
H 2.31652 -2.36546 5.78410 0.0713 -0.0253 -0.0929
H 2.09576 -3.03579 4.15908 -0.1639 -0.0224 0.1895
H 0.76006 -3.04774 5.36053 0.0681 0.1993 -0.2366
```
Forces are in eV/Å.

=====

Result set for lowest unoccupied orbital energy: -0.184 -0.078 Eh, one per record in the order listed.
Result set for frontier orbital gap: 0.2869 0.2984 Ha, one per record in the order listed.